[1]
The following is a DFT calculation (wB97M-V/def2-TZVPD) of a 2-piece molecular cluster, C5H12S2 overall at a distorted geometry.

Summary:
Multiplicity: 1
Orbital gap: 9.58 eV

XYZ file:
```
19
C5H12S2 (wB97M-V/def2-TZVPD)
C 0.91315 -3.44190 1.17128
S -0.21183 -2.63344 0.01810
S 1.10001 -1.73380 -1.27648
H 1.56769 -4.11463 0.60333
H 0.30305 -3.99490 1.88913
H 1.51155 -2.72497 1.79384
H 1.30689 -0.68016 -0.47396
C 0.40376 2.54334 -0.76434
C -0.51643 1.53659 -0.12174
C -0.13084 0.88374 1.01178
C -1.79760 1.24430 -0.86457
H 0.61979 2.34810 -1.84759
H 1.36497 2.49758 -0.26247
H -0.03604 3.52326 -0.69431
H -0.81384 0.15748 1.55163
H 0.84557 1.07069 1.44397
H -2.49420 0.68103 -0.24673
H -1.61880 0.67026 -1.78242
H -2.31684 2.16741 -1.14846
```

---

[2]
The following is a DFT calculation (wB97M-V/def2-TZVPD) of the molecule C5H12S2 at a distorted geometry.

Summary:
Multiplicity: 1
Orbital gap: 8.69 eV

XYZ file:
```
19
C5H12S2 (wB97M-V/def2-TZVPD)
C -0.00644 2.07393 -1.76862
C 1.04383 3.21594 -1.32397
C 0.75963 0.65073 -1.28162
S 0.22425 0.50876 0.48394
S 0.61379 -1.64902 0.75888
C -0.93211 -2.13858 1.36940
C -0.80994 -3.21685 2.38615
H -0.33163 2.11818 -2.84554
H -0.95676 2.09800 -1.28305
H 0.67847 4.14100 -0.91278
H 1.59494 3.34789 -2.27357
H 1.65148 2.80024 -0.44941
H 0.20157 0.00969 -2.02359
H 1.82736 0.45415 -1.32414
H -1.42286 -1.28689 1.88290
H -1.64659 -2.35074 0.53679
H -0.95166 -2.82596 3.45602
H 0.10122 -3.89830 2.32547
H -1.63856 -4.05215 2.28676
```

---

[3]
The following is a DFT calculation (wB97M-V/def2-TZVPD) of a 2-piece molecular cluster, C5H12Si overall at a distorted geometry.

Summary:
Multiplicity: 1
Orbital gap: 7.61 eV

XYZ file:
```
18
C5H12Si (wB97M-V/def2-TZVPD)
C 2.59384 1.92408 -0.68404
C 2.77857 0.63202 -0.58113
C 2.62011 -0.22782 0.65106
C -3.19050 -0.69346 1.47541
C -1.96455 0.32818 -1.35796
Si -1.59788 -0.35202 0.45788
H 2.65308 2.54035 -1.55936
H 2.58703 2.43350 0.28315
H 2.78706 0.16726 -1.59020
H 1.91565 0.34489 1.40700
H 3.38641 -0.30036 1.29822
H 2.15967 -1.12020 0.29204
H -4.20320 -0.29550 1.22280
H -3.12331 -1.83981 1.45943
H -2.98815 -0.40972 2.54589
H -2.77336 1.03404 -1.37399
H -1.02561 0.82186 -1.62454
H -2.22719 -0.44439 -2.02140
```

---

[4]
The following is a DFT calculation (wB97M-V/def2-TZVPD) of C5H13AlO2 as an isolated structure at a distorted geometry.

Summary:
Multiplicity: 1
Net charge: +2
Orbital gap: 8.39 eV

XYZ file:
```
21
C5H13AlO2 (wB97M-V/def2-TZVPD)
C 2.63172 0.91057 -0.87697
O 1.34471 0.54541 -0.41374
C 1.27747 -0.80326 0.42976
H 2.87937 0.20489 -1.68379
H 2.58930 1.92761 -1.28666
H 3.39088 0.81382 -0.08749
H 1.61083 -1.60698 -0.25013
H 2.18897 -0.65890 1.02123
C -2.75157 0.80338 -0.55657
O -1.49389 0.45230 0.02106
C -1.30263 -0.96543 0.15334
C -0.06257 -1.25519 0.97118
H -2.79600 1.89619 -0.62353
H -2.83750 0.36412 -1.55942
H -3.56203 0.43635 0.08635
H -1.23069 -1.40434 -0.85350
H -2.18890 -1.37072 0.66168
H -0.02020 -2.34534 1.09671
H -0.18991 -0.83385 1.98076
H 0.54387 1.31951 1.61951
Al -0.02123 1.56986 0.15020
```

---

[5]
The following is a DFT calculation (wB97M-V/def2-TZVPD) of an isolated ion of composition C5H13BN and charge +1 at a distorted geometry.

Summary:
Multiplicity: 1
Net charge: +1
Orbital gap (spin up / spin down): 8.41 / 8.41 eV

XYZ file:
```
20
C5H13BN (wB97M-V/def2-TZVPD)
B -0.83238 -0.54460 -0.04140
C -2.43019 -0.25772 -0.29384
C 0.36677 0.22402 -0.67074
C 1.38270 -1.20490 0.90109
C -2.73024 0.35740 1.10149
C 2.91314 0.03549 -0.47070
N 1.63151 0.10960 0.22672
H -2.75244 0.25160 -1.10315
H -3.06337 -1.20749 -0.34735
H 0.66413 -0.16444 -1.65757
H 0.00178 1.19602 -0.98933
H 1.65683 -1.14465 1.95203
H 1.63426 -2.07244 0.40644
H -3.40475 -0.17761 1.66849
H -3.03111 1.35163 0.93300
H -1.75041 0.44640 1.71925
H 2.91246 -0.69919 -1.35492
H 3.23966 1.01037 -0.83909
H 3.85230 -0.28252 0.17947
H 1.55073 0.78526 0.99082
```

---

[6]
The following is a DFT calculation (wB97M-V/def2-TZVPD) of C5H13BrNO3P as an isolated structure at a distorted geometry.

Summary:
Multiplicity: 1
Orbital gap: 6.36 eV

XYZ file:
```
24
C5H13BrNO3P (wB97M-V/def2-TZVPD)
C -0.82517 2.17090 1.56378
C -0.47794 0.85001 0.82007
C -1.22900 -0.46106 1.21519
N -0.62530 -1.42260 0.21738
C -0.02506 -0.67540 -0.94801
P 1.84156 -0.71263 -1.08322
O 2.25933 0.62145 -1.55106
O 2.34458 -1.90386 -2.09740
O 2.58137 -1.01040 0.37422
C -0.66783 0.76371 -0.75460
H -1.83131 2.57905 1.34256
H -0.00258 2.89624 1.38679
H -0.78710 1.94956 2.66211
H 0.63242 0.77826 0.94515
H -1.02014 -0.83820 2.24020
H -2.33525 -0.39671 1.18260
H -1.29566 -2.13813 -0.08280
H 0.13439 -1.84792 0.75955
H -0.31858 -1.10474 -1.93291
H 3.27479 -2.07574 -1.85081
H 2.48611 -0.22464 0.94024
H -0.28178 1.56521 -1.40429
H -1.77989 0.56626 -1.19699
Br -2.05194 0.07139 -2.74772
```